The following is a quantum chemistry calculation of a molecular structure, C48H52Cl3N4O7PV, from the OMol25 dataset.

Its net charge is -2. Its relative energy (zero: lowest compared OMol25 entry of this formula, charge and spin) is 0.000 eV. Its HOMO energy (alpha / beta) is -1.1003 / -1.3965 eV. Its lowest unoccupied orbital energy (alpha / beta) is 3.8 / 3.8 eV. As for the spin multiplicity: 4. As for the HOMO-LUMO gap (alpha / beta): 4.882 / 5.178 eV.

Element x y z (Å)
V1 -1.369114 -0.481607 -0.959827
C1 -3.847710 -1.459037 2.279394
C2 -3.072011 -1.458151 1.010305
N1 -1.931609 -0.864167 0.921062
O1 -1.395918 -0.191361 1.976570
C3 -3.549970 -2.099311 -0.257208
C4 -4.738534 -2.981941 -0.350967
N2 -2.795330 -1.877723 -1.297045
O2 -3.093894 -2.432785 -2.452147
H1 -3.289365 -0.882347 3.016121
H2 -4.004305 -2.473222 2.664814
H3 -4.834919 -1.001910 2.137938
H4 -0.234385 1.008506 1.514713
H5 -4.862746 -3.588867 0.553613
H6 -4.603530 -3.631820 -1.215254
H7 -5.669676 -2.419989 -0.504555
Cl1 -3.420352 4.697425 -5.900617
C5 -2.794046 3.340008 -4.954278
C6 -2.033687 2.330292 -5.594970
C7 -1.526929 1.290707 -4.882406
C8 -1.739722 1.188115 -3.460028
O3 -1.184286 0.263417 -2.789570
C9 -2.559444 2.174406 -2.868014
C10 -2.929505 2.138251 -1.458916
O4 -2.679158 1.261727 -0.647257
C11 -3.055157 3.250077 -3.623047
H8 -1.862571 2.398253 -6.663240
H9 -0.938236 0.510761 -5.348893
H10 -3.511887 3.005209 -1.111104
H11 -3.654654 4.009786 -3.130069
C12 4.305219 -0.328626 3.345384
C13 3.366049 -1.008628 2.346898
C14 3.801762 -0.604911 0.926835
P1 1.481249 -0.740417 2.429838
C15 1.078783 -2.268907 3.414750
C16 -0.432508 -2.479646 3.580798
C17 1.766486 -2.503844 4.758257
C18 1.371001 0.754329 3.530847
C19 1.908910 0.862494 4.817167
C20 2.055207 2.060816 5.507648
C21 2.688004 2.105699 6.877022
C22 1.638173 3.218002 4.857834
C23 1.055397 3.172873 3.604007
C24 0.883188 1.947600 2.930099
N3 0.276199 1.899396 1.685871
C25 -0.342458 3.032818 1.088724
C26 0.287812 3.607803 -0.013620
C27 1.618902 3.063385 -0.480932
C28 -0.344021 4.660806 -0.680935
C29 -1.576768 5.146633 -0.259167
C30 -2.254183 6.281522 -0.995029
C31 -2.184151 4.547121 0.844356
C32 -1.591154 3.485423 1.526191
C33 -2.294836 2.783961 2.660199
H12 5.347103 -0.512645 3.048848
H13 4.191564 -0.684444 4.372003
H14 4.150113 0.754970 3.356155
H15 3.486959 -2.094212 2.432544
H16 3.665543 0.476929 0.781344
H17 3.203906 -1.107208 0.165611
H18 4.863214 -0.836350 0.756844
H19 1.433975 -3.024352 2.708284
H20 -0.896683 -1.644906 4.111242
H21 -0.608590 -3.402703 4.150933
H22 -0.937914 -2.558308 2.619221
H23 1.316914 -1.882865 5.537823
H24 2.841464 -2.305140 4.733952
H25 1.632984 -3.548913 5.061773
H26 2.261554 -0.038555 5.302388
H27 2.798687 1.098298 7.284852
H28 2.087329 2.685454 7.584751
H29 3.683562 2.559899 6.852904
H30 1.759760 4.181990 5.345612
H31 0.717855 4.085813 3.126676
H32 2.384632 3.196977 0.290636
H33 1.947835 3.569482 -1.390274
H34 1.562134 1.987542 -0.675926
H35 0.135167 5.092399 -1.556484
H36 -1.892965 6.356348 -2.024125
H37 -2.065655 7.243304 -0.507257
H38 -3.337672 6.139191 -1.028509
H39 -3.162562 4.896804 1.170870
H40 -3.239004 3.283738 2.892077
H41 -1.674232 2.763062 3.559677
H42 -2.481281 1.737811 2.396298
O5 0.832635 -2.647596 -0.712583
C34 0.310902 -1.640259 -0.955222
Cl2 5.035351 4.204394 -1.964677
C35 5.890543 2.723812 -1.649124
C36 6.416125 2.552651 -0.391635
C37 7.211721 1.455499 -0.097859
C38 7.481178 0.540770 -1.104133
C39 6.925761 0.709129 -2.345383
Cl3 7.269043 -0.494011 -3.567667
C40 6.077378 1.781357 -2.672651
N4 5.540258 1.909110 -3.946067
C41 4.148687 2.273003 -4.157475
C42 3.872942 3.323513 -5.021190
C43 2.558716 3.695909 -5.268467
C44 1.521576 3.007285 -4.642241
C45 1.805300 1.940816 -3.799131
C46 3.122093 1.546462 -3.550443
C47 3.410151 0.367335 -2.646385
C48 2.253836 -0.616032 -2.556139
O6 2.098053 -1.459607 -3.427307
O7 1.548508 -0.440940 -1.483884
H43 6.197893 3.299203 0.362995
H44 7.616680 1.320577 0.896426
H45 8.105202 -0.325773 -0.921272
H46 5.842681 1.173119 -4.564307
H47 4.704045 3.851177 -5.477915
H48 2.344614 4.521770 -5.938769
H49 0.487341 3.284998 -4.818321
H50 0.996173 1.389375 -3.323552
H51 3.652545 0.719537 -1.638981
H52 4.268257 -0.187898 -3.026343

Atomic forces in eV per Å
V -0.0334 0.9991 -0.3334
C -0.3178 -0.0941 0.2038
C -0.1650 -0.5008 -0.5868
N 0.4439 0.5040 1.4441
O -0.7414 -0.3826 -0.7575
C 0.4566 0.4250 0.8617
C -0.2899 -0.2302 0.2619
N -0.7952 -0.7443 -0.9293
O 0.2399 0.5007 0.7356
H -0.0057 -0.0168 -0.0212
H -0.0168 0.0499 -0.0431
H 0.0508 -0.0753 -0.0011
H -0.1253 -0.0728 0.2885
H -0.0205 0.0755 -0.0458
H 0.0113 0.0086 -0.0128
H 0.0483 -0.0170 -0.0079
Cl 0.1284 -0.2505 0.1288
C 0.0903 -0.0683 -0.3481
C -0.2732 0.4124 -0.1703
C 0.0222 -0.1677 0.4139
C 0.3975 -0.5150 -0.0672
O 0.2063 0.3744 -1.0047
C -0.4862 0.4277 0.8020
C 0.0523 0.3271 -0.9536
O 0.2989 -0.5012 0.2117
C -0.1308 0.2024 0.0656
H 0.0083 0.0193 0.0195
H 0.0047 0.0213 0.0164
H -0.0764 0.0881 -0.0223
H 0.0282 -0.0255 -0.0068
C 0.0436 -0.0183 0.0329
C 0.1429 0.2703 -0.2698
C 0.0045 0.0068 0.0564
P 0.4500 0.0247 0.0387
C -0.4298 0.0780 0.3022
C 0.0622 -0.0785 -0.0217
C 0.1175 -0.0507 0.0489
C 0.0070 0.1596 0.0741
C -0.0697 -0.1595 -0.1016
C -0.0600 -0.0098 -0.0584
C -0.0382 -0.0208 0.0048
C -0.0395 0.0752 -0.0439
C 0.0909 -0.1460 0.0312
C -0.1903 -0.0191 -0.4351
N 0.2096 0.0166 0.3596
C 0.1296 -0.1628 0.0722
C 0.1251 0.0960 -0.2049
C -0.1299 0.0600 0.0315
C 0.0537 -0.0761 0.0942
C -0.0434 -0.0563 -0.0126
C 0.0544 -0.0676 0.0202
C 0.0403 0.0141 0.0509
C -0.1347 0.0368 -0.0225
C -0.0036 0.1246 -0.1018
H -0.0775 0.0063 0.0170
H -0.0357 0.0318 -0.0559
H 0.0139 -0.0900 -0.0225
H -0.0006 -0.0108 0.0180
H 0.0027 -0.1428 0.0157
H 0.0076 0.0574 0.0521
H -0.0808 0.0434 0.0404
H 0.0592 -0.1029 -0.0339
H 0.0565 -0.0332 -0.0052
H 0.0048 0.0608 -0.0372
H 0.0485 0.0377 0.0186
H 0.0111 -0.0306 -0.0443
H -0.0773 -0.0079 -0.0188
H -0.0146 0.0299 0.0130
H 0.0339 0.0348 -0.0278
H -0.0064 0.0336 -0.0191
H 0.0045 -0.0226 -0.0356
H -0.0061 -0.0059 -0.0201
H -0.0108 -0.0116 0.0039
H -0.0046 -0.0280 0.0127
H -0.0488 0.0151 -0.0204
H -0.0099 0.0003 0.0364
H -0.0381 0.0626 0.0022
H -0.0319 -0.0291 0.0355
H -0.0169 -0.0324 0.0796
H -0.0041 -0.0403 -0.0036
H 0.0438 -0.0003 0.0117
H 0.0612 -0.0226 -0.0339
H 0.0412 -0.0114 -0.0043
H -0.0160 0.0420 -0.0211
H 0.0538 0.0278 -0.0202
O 0.1548 0.1718 -0.0278
C -0.0617 -1.5940 0.1867
Cl -0.0363 -0.0524 0.0132
C -0.1690 0.0757 -0.4919
C 0.1863 -0.0748 0.5688
C -0.0490 0.0633 -0.0890
C 0.2378 -0.1058 0.5284
C -0.2708 0.0574 -0.4746
Cl -0.0245 0.0590 0.0194
C 0.0327 -0.0482 -0.1786
N -0.2055 0.2861 0.1317
C 0.2407 -0.2152 0.0525
C -0.0971 0.0570 -0.0605
C 0.0244 -0.0896 0.0757
C 0.1174 0.0050 0.0060
C -0.0222 0.0484 -0.0230
C -0.1301 -0.0569 0.0879
C 0.3427 0.3025 -0.1601
C -0.4123 -0.2209 0.4899
O 0.0304 0.0898 -0.0204
O 0.5761 0.5953 -0.4963
H 0.0347 -0.0568 -0.0462
H -0.0310 -0.0081 -0.0397
H -0.0459 0.0571 0.0001
H 0.0072 -0.0842 0.0012
H -0.0588 -0.0172 0.0512
H 0.0094 -0.0466 0.0397
H 0.1028 -0.0045 0.0165
H 0.0830 0.0467 -0.0826
H -0.0059 0.0161 -0.0450
H 0.0744 0.0119 -0.0532

Results of the Mulliken charge analysis, in e, for atoms 1 through 99:
1. V -0.40
2. C -1.99
3. C 0.81
4. N 0.88
5. O -0.73
6. C 0.38
7. C -1.69
8. N 0.92
9. O -0.93
10. H 0.30
11. H 0.41
12. H 0.37
13. H -1.12
14. H 0.38
15. H 0.43
16. H 0.22
17. Cl -0.32
18. C 0.10
19. C -0.49
20. C -0.43
21. C 0.26
22. O -0.59
23. C 1.24
24. C -0.74
25. O -0.41
26. C -0.96
27. H 0.38
28. H 0.44
29. H 0.21
30. H 0.37
31. C -1.76
32. C 0.39
33. C -1.38
34. P 1.06
35. C 0.35
36. C -1.33
37. C -1.80
38. C -0.81
39. C 0.18
40. C 0.17
41. C -1.66
42. C -1.02
43. C -0.59
44. C 0.81
45. N 2.24
46. C -0.51
47. C 0.63
48. C -0.48
49. C -1.11
50. C 0.73
51. C -1.84
52. C -1.09
53. C 1.59
54. C -1.17
55. H 0.48
56. H 0.37
57. H 0.22
58. H 0.60
59. H 0.06
60. H 0.19
61. H 0.68
62. H 0.39
63. H 0.21
64. H 0.52
65. H 0.09
66. H 0.34
67. H 0.30
68. H 0.50
69. H -0.07
70. H 0.35
71. H 0.37
72. H 0.30
73. H 0.31
74. H 0.49
75. H 0.29
76. H 0.29
77. H -0.34
78. H 0.32
79. H 0.36
80. H 0.38
81. H 0.38
82. H 0.26
83. H 0.49
84. H 0.22
85. H 0.01
86. O -0.57
87. C 0.58
88. Cl -0.20
89. C 1.07
90. C -0.72
91. C -0.48
92. C -0.64
93. C 0.89
94. Cl -0.26
95. C -1.08
96. N -0.17
97. C -0.52
98. C -0.75
99. C -0.80